DFT (ωB97M-V/def2-TZVPD) results for the ion C6H16N4 with charge +2 at a distorted geometry.

Net charge: +2
Energy relative to the best compared isomer or geometry (same formula, charge and spin), kcal per mole: 0.0
Orbital gap (spin up / spin down), eV: 8.20 / 8.74
E_tot, hartree: -456.4118
E_LUMO (spin up / spin down), hartree: -0.241 / -0.339
2S+1: 3

Last column: Löwdin charge in e.
CARTESIAN COORDINATES (ANGSTROEM)
C (-0.395, 1.714, 0.178)  0.1456
C (1.339, 0.625, -0.449)  -0.0988
C (0.150, -1.360, 0.037)  -0.0799
C (-1.111, -0.683, -0.493)  -0.2692
C (2.550, -1.254, 0.546)  0.0110
C (-2.745, 1.193, 0.250)  -0.0120
N (1.376, -0.579, 0.025)  -0.1586
N (-2.186, -1.506, -0.462)  0.1329
N (-1.364, 0.720, 0.451)  -0.1666
N (2.540, 1.448, -0.420)  0.2243
H (-0.675, 2.288, -0.712)  0.0969
H (-0.009, -1.737, 1.055)  0.1544
H (0.303, -2.236, -0.608)  0.1620
H (-0.953, -0.229, -1.474)  0.1679
H (2.773, -0.917, 1.562)  0.1182
H (2.374, -2.328, 0.582)  0.1156
H (3.421, -1.086, -0.087)  0.1084
H (-2.915, 1.427, -0.801)  0.1171
H (-3.458, 0.439, 0.580)  0.1058
H (-2.909, 2.097, 0.838)  0.1198
H (-2.361, -2.113, 0.323)  0.1330
H (-2.980, -1.335, -1.056)  0.1314
H (-1.269, 0.403, 1.422)  0.1819
H (2.252, 2.436, -0.501)  0.1831
H (3.150, 1.233, -1.228)  0.1960
H (3.101, 1.338, 0.443)  0.1797